Molecular formula: C10H14F7N5O10PS
Method: DFT, the ωB97M-V functional and the def2-TZVPD basis

```
48
Properties=species:S:1:pos:R:3:forces:R:3
O -5.6549 0.6709 -0.4658 -0.5 -2.0 1.8
N -5.7969 -0.3761 0.0669 -1.8 4.2 -1.5
O -4.8763 -1.3092 -0.4488 2.3 -1.7 -1.0
N -3.6145 -0.8166 -0.2271 -0.1 -1.0 5.0
C -3.1680 -0.7664 1.1239 4.1 1.9 -4.6
N -1.8574 -0.2450 1.0104 -1.5 0.0 -1.4
C -1.5581 0.0390 -0.3509 -4.9 -2.6 2.5
N -0.4314 0.5539 -0.8738 0.5 0.6 1.5
S 0.8807 0.9816 0.1939 7.0 -0.2 0.1
O 1.9104 1.7205 -0.6276 -4.7 -1.7 2.2
O 1.4808 -0.2256 0.8361 -3.4 3.4 -1.3
F 0.2983 2.0303 1.3461 0.3 -2.4 -2.6
N -2.7087 -0.3367 -1.1001 3.7 -0.4 0.4
P -3.1135 -0.2694 -2.8488 -3.8 2.3 -3.7
O -3.9561 -1.6732 -3.3294 2.1 0.8 1.1
O -1.7141 -0.0189 -3.7767 -1.2 -2.0 1.7
H -3.7013 -1.0633 2.0741 0.6 0.3 -1.6
H -0.2959 0.7123 -1.8808 0.1 0.1 0.5
H -4.9241 -1.5265 -3.2309 0.8 0.2 -0.1
H -2.0120 -0.1457 -4.7109 0.4 0.1 0.6
C 4.4002 -0.2622 -2.7878 0.0 -0.3 -0.1
C 4.0810 0.9760 -3.6010 0.0 0.1 0.8
O 4.4288 0.7768 -4.9785 -0.4 -0.2 -0.9
C 3.5085 0.1503 -5.7284 0.0 0.5 1.6
O 2.4486 -0.2384 -5.3171 0.2 0.0 -0.6
C 3.9816 0.0477 -7.1758 0.7 -0.3 -1.8
F 5.2719 -0.3136 -7.2685 -0.3 0.1 0.5
F 3.8633 1.2231 -7.8190 -0.2 0.0 0.5
F 3.2810 -0.8504 -7.8815 -0.1 0.2 0.6
H 5.4456 -0.5518 -2.9147 0.0 0.2 0.1
H 4.2067 -0.0834 -1.7284 0.0 0.0 -0.1
H 3.7957 -1.1117 -3.1138 -0.1 0.1 0.1
H 4.6799 1.8149 -3.2429 0.1 -0.1 -0.3
H 3.0319 1.2641 -3.5002 0.1 -0.1 -0.2
C 0.3733 0.6140 7.5974 -0.3 0.2 0.0
C 0.4671 -0.4084 6.4826 0.8 0.2 0.5
O -0.8448 -0.7738 6.0191 -0.9 0.1 -0.8
C -1.3945 0.0408 5.1082 1.8 0.1 0.8
O -0.8715 1.0279 4.6726 -0.8 -0.2 -0.3
C -2.7563 -0.4941 4.6735 -1.5 -0.4 0.4
F -3.4945 -0.9264 5.7041 0.5 0.2 -0.2
F -2.6371 -1.5410 3.8215 0.3 0.1 0.1
F -3.4986 0.4288 4.0372 0.5 0.0 0.0
H -0.2653 0.2452 8.4032 0.1 -0.1 0.0
H 1.3622 0.8338 8.0025 0.0 -0.1 -0.1
H -0.0698 1.5459 7.2395 0.1 0.0 0.0
H 0.9313 -1.3215 6.8585 -0.3 -0.1 -0.1
H 1.0866 -0.0484 5.6580 -0.3 0.0 -0.1
```
Forces are in eV/Å.

Summary:
Charge: +1
Spin multiplicity: 1
E_HOMO: -13.15 eV
LUMO: -5.3563 eV

***

Molecular formula: C4H14O3
Method: DFT, the ωB97M-V functional and the def2-TZVPD basis

```
21
Properties=species:S:1:pos:R:3:forces:R:3
C 0.8801 -0.7203 2.1184 0.1 2.3 -1.2
C 0.4233 0.1232 0.8261 -0.2 -0.4 0.5
C 0.9378 1.5926 0.8216 0.1 -1.3 2.1
C 0.1070 2.5500 0.0361 -1.3 -1.0 -1.4
O 0.9775 3.6027 -0.3482 -0.9 0.7 -1.4
H 0.4958 -0.2879 3.0479 -0.2 0.1 -0.2
H 0.5052 -1.7206 2.0559 0.3 -0.7 -0.1
H 1.9820 -0.6011 2.1892 -0.6 -0.7 -0.1
H -0.6789 0.1921 0.7516 0.2 -0.2 0.5
H 0.6640 -0.4528 -0.0954 0.3 0.5 0.5
H 1.9993 1.6797 0.5971 0.0 -0.1 -0.5
H 0.9005 1.9057 1.8877 0.0 0.0 -0.4
H -0.3866 1.9807 -0.8531 1.1 1.0 1.0
H -0.7855 2.8778 0.6308 0.8 0.2 -0.3
H 0.6677 3.9693 -1.2110 0.4 -0.3 1.2
O -1.6580 -1.7135 -3.4573 0.5 -1.7 0.1
H -1.7503 -1.6472 -4.4076 -0.2 0.4 -0.4
H -1.3458 -2.6537 -3.3938 -0.3 1.3 0.3
O -0.9698 -3.7814 -0.3234 -1.0 1.2 0.5
H -1.3880 -3.0455 0.2006 0.8 -1.1 -0.7
H -1.5772 -3.8498 -1.0731 0.2 -0.1 0.1
```
Forces are in eV/Å.

Summary:
Charge: 0
Structure (SMILES): CCCCO.O.O
Spin multiplicity: 1
E_HOMO: -10.15 eV
LUMO: 0.4754 eV

***

Molecular formula: C38H54AsLuN2O2P
Method: DFT, the ωB97M-V functional and the def2-TZVPD basis

```
99
Properties=species:S:1:pos:R:3:forces:R:3
C 2.0848 -1.4972 -2.3565 0.6 0.0 -1.8
N 1.4696 -2.1921 -1.3383 -2.3 0.9 1.2
C 1.9187 -3.4090 -0.9333 1.3 -1.4 -0.2
C 3.0604 -3.9825 -1.4801 -1.7 0.1 1.7
C 3.7615 -3.2484 -2.4405 1.3 0.7 -1.0
C 3.2600 -2.0318 -2.8831 -0.1 -0.1 -0.5
Lu -0.2554 -1.2363 -0.2117 1.2 -1.5 0.6
C 1.0918 -4.1451 0.1233 -0.1 0.4 0.1
N 0.3856 -3.1774 1.0357 0.1 0.2 0.6
C 1.3257 -2.6933 2.1202 -0.3 -0.2 0.1
C 2.4589 -1.7756 1.6555 0.1 -0.2 -0.1
C 1.1897 -0.7774 -3.3863 2.0 -0.1 -0.1
P 0.1505 0.7023 -2.9059 0.8 0.8 -1.6
C -0.9229 0.7978 -4.4160 -0.6 0.0 -0.3
C -0.3072 1.7178 -5.4882 0.0 0.1 -0.1
C 1.0279 2.3679 -2.4493 0.0 -0.3 0.0
C -0.0435 3.4659 -2.3422 -0.3 -0.1 -0.1
C 1.6993 2.1791 -1.0849 0.0 -0.4 0.3
C 2.0995 2.7336 -3.4766 0.1 -0.1 -0.3
C -1.0781 -0.5897 -5.0960 0.0 -0.1 -0.1
C -2.3176 1.2809 -3.9919 -0.3 0.1 -0.1
C -0.7895 -3.8128 1.7331 0.1 0.0 -0.2
C -1.8208 -4.3816 0.7597 -0.2 -0.4 0.0
H 3.3863 -4.9535 -1.1017 0.0 0.3 -0.3
H 4.7053 -3.6306 -2.8374 -0.4 0.1 0.0
H 3.6516 -1.5282 -3.7721 0.4 -0.2 0.4
H 1.8155 -0.5161 -4.3440 -0.7 0.6 2.0
H 2.1294 3.1273 -0.7296 -0.2 -0.1 -0.3
H 0.9918 1.8507 -0.3163 0.0 0.1 -0.1
H 2.5179 1.4504 -1.1244 -0.1 0.0 -0.1
H 2.6115 3.6502 -3.1590 -0.1 -0.2 0.1
H 2.8549 1.9479 -3.5631 0.0 0.1 0.1
H 1.6985 2.9239 -4.4722 0.0 0.0 0.2
H 0.4041 4.3965 -1.9611 0.1 -0.4 -0.1
H -0.5069 3.7073 -3.3049 0.1 -0.1 0.2
H -0.8427 3.1882 -1.6447 0.1 0.0 0.0
H -0.9169 1.6202 -6.3956 0.1 0.0 0.2
H -0.3030 2.7770 -5.2142 0.0 -0.2 0.0
H 0.7086 1.4005 -5.7559 -0.2 0.1 0.1
H -0.1191 -0.9575 -5.5002 -0.6 0.1 0.1
H -1.5559 -1.3446 -4.4449 0.5 0.4 -0.4
H -1.7284 -0.4518 -5.9667 0.0 0.1 0.2
H -2.3139 2.3010 -3.5823 0.0 -0.3 -0.1
H -2.9651 1.2695 -4.8827 0.1 0.1 0.3
H -2.7626 0.6022 -3.2465 0.1 0.2 -0.2
H 0.3377 -4.7964 -0.3353 0.1 0.4 -0.1
H 1.7188 -4.8100 0.7385 0.0 0.2 -0.2
H 0.7049 -2.1844 2.8787 0.2 -0.2 -0.5
H 1.7506 -3.5786 2.6339 -0.1 0.3 -0.3
H -1.2516 -3.0442 2.3796 0.3 -0.2 -0.4
H -0.4302 -4.6117 2.4111 -0.1 0.3 -0.2
H -2.7625 -4.5320 1.3108 0.3 0.0 -0.2
H -2.0281 -3.7104 -0.0939 0.2 -0.4 0.5
H -1.4970 -5.3678 0.3850 -0.3 0.4 0.1
H 3.0051 -1.4474 2.5512 -0.1 -0.1 -0.2
H 3.1590 -2.3141 0.9964 -0.2 0.3 0.2
H 2.1082 -0.8632 1.1317 0.1 -0.4 0.2
H -0.7460 0.5961 -1.7881 0.4 -0.4 -0.4
C -2.9187 -2.0547 -2.0345 0.3 0.7 -0.9
H -3.3140 -3.0852 -2.1016 0.6 0.2 0.8
H -2.5235 -1.8582 -3.0777 -0.1 -0.2 1.3
H -3.8015 -1.4077 -1.9590 0.2 0.0 0.3
O -1.9487 -1.7354 -1.0131 -1.9 -0.4 -1.9
H 0.5904 -1.4972 -3.9465 -0.7 -0.1 1.1
O -0.2803 0.3963 1.0727 -0.3 0.6 0.9
As -0.5457 1.2308 2.5711 0.4 -0.8 -1.4
C 0.7977 2.5972 2.5576 -0.1 0.6 0.1
C 2.1497 2.2697 2.3690 -0.1 0.2 0.3
C 3.1151 3.2839 2.4186 -0.3 -0.3 0.0
C 2.7305 4.6074 2.6504 -0.3 -0.1 -0.2
C 1.3766 4.9330 2.7955 -0.1 -0.1 -0.1
C 0.3997 3.9334 2.7265 0.4 -0.3 0.3
C -2.3791 1.7900 2.5267 -0.3 0.4 0.3
C -2.9708 2.2055 3.7301 -0.2 -0.1 -0.2
C -4.3236 2.5659 3.7472 0.3 -0.1 -0.1
C -5.0775 2.5078 2.5694 0.3 0.0 0.0
C -4.4766 2.1089 1.3687 0.2 0.0 0.2
C -3.1210 1.7614 1.3377 0.0 -0.1 0.1
C -0.2545 -0.1051 3.9157 -0.1 0.1 0.6
C 0.9542 -0.1538 4.6209 0.0 -0.1 0.0
C 1.1926 -1.2108 5.5073 -0.1 0.2 -0.1
C 0.2102 -2.1819 5.7198 0.0 0.1 0.0
C -1.0191 -2.0966 5.0611 0.0 0.3 -0.2
C -1.2591 -1.0522 4.1592 0.0 0.0 0.1
H 2.4488 1.2311 2.2261 0.0 0.2 0.0
H 4.1683 3.0207 2.2937 -0.4 0.1 0.0
H 3.4863 5.3913 2.6901 -0.2 -0.2 0.1
H 1.0708 5.9656 2.9776 0.1 -0.3 -0.1
H -0.6565 4.1665 2.8540 0.2 0.1 0.0
H -2.3776 2.2275 4.6464 -0.2 0.0 -0.2
H -4.7785 2.8858 4.6859 0.1 -0.1 -0.3
H -6.1319 2.7890 2.5851 0.3 -0.1 0.0
H -5.0637 2.0680 0.4499 0.2 0.0 0.3
H -2.6457 1.4440 0.4057 -0.2 0.1 0.3
H 1.6957 0.6367 4.4857 -0.1 -0.3 0.1
H 2.1415 -1.2557 6.0424 -0.3 0.0 -0.1
H 0.3940 -2.9984 6.4230 -0.1 0.3 -0.3
H -1.8044 -2.8266 5.2574 0.2 0.2 0.0
H -2.2287 -0.9595 3.6575 0.3 -0.1 0.2
```
Forces are in eV/Å.

Summary:
Charge: +2
<S²>: 0.77
Spin multiplicity: 2
E_HOMO (spin up / spin down): -9.50 / -13.16 eV
LUMO (spin up / spin down): -4.7785 / -4.7820 eV

***

Molecular formula: C5H7O3
Method: DFT, the ωB97M-V functional and the def2-TZVPD basis

```
15
Properties=species:S:1:pos:R:3:forces:R:3
O -3.4451 0.2801 -0.9620 -0.5 0.4 -0.2
C -2.5764 0.6520 -0.1645 1.3 -1.1 0.7
O -2.6041 1.3610 0.8580 -0.2 0.2 -0.2
C -1.1751 -0.0687 -0.4973 0.4 -0.6 -1.2
C -0.0070 0.0763 0.4874 0.6 2.0 1.0
C 1.3572 -0.6322 0.5812 -2.5 -1.7 -4.1
C 2.4202 0.1065 -0.0484 2.1 0.3 -0.1
O 3.6238 -0.0061 0.1328 -0.4 -0.3 0.3
H -1.4099 -1.1613 -0.5110 0.1 0.7 -0.4
H -0.9357 0.3080 -1.5140 0.1 -0.6 0.4
H 0.3432 1.1559 0.5479 -0.9 -0.8 -0.1
H -0.5894 -0.0628 1.3697 0.2 -0.1 1.4
H 1.2601 -1.6519 -0.9693 0.4 1.6 3.0
H 1.6208 -1.2438 1.4208 0.0 -0.5 0.2
H 2.1174 0.8867 -0.7313 -0.7 0.4 -0.6
```
Forces are in eV/Å.

Summary:
Charge: -1
Spin multiplicity: 1
E_HOMO: -4.32 eV
LUMO: 2.4505 eV

***

Here are the calculated E numbers, same order: -77654.3081; -10516.6349; -151092.7970; -11439.0107 (eV).